107
Properties=species:S:1:pos:R:3:forces:R:3:mulliken_charge:R:1 method="wB97M-V/def2-TZVPD" homo_energy_ev="-17.0607 / -17.1182" s_squared=2.181 charge=+4 lumo_ev="-12.1 / -12.2" de_lowest_ev=3.4740 multiplicity=3 homo_lumo_gap_ev="4.99 / 4.89"
W 0.277932 0.217247 0.525861 -0.75 0.65 1.86 0.36
N -3.803178 0.715742 1.491453 0.82 -0.68 0.37 0.22
C -4.470050 1.719507 0.783411 -0.54 1.13 -0.75 -0.23
C -5.860094 1.714117 0.730664 0.51 -0.10 0.06 -0.80
C -6.532412 2.708921 0.041349 0.12 0.16 -0.11 -0.83
C -5.819592 3.702453 -0.615465 -0.07 -0.11 0.10 -0.80
C -4.430512 3.694813 -0.605495 0.08 -0.18 0.12 -0.92
C -3.764094 2.711429 0.100887 0.09 -0.65 0.30 1.27
S -1.984282 2.717113 0.161458 0.02 0.66 0.01 -0.03
N -1.581031 1.181877 0.815578 -0.74 -0.41 0.15 -0.17
C -2.490284 0.446784 1.444108 -0.61 0.27 0.02 0.95
C -1.967242 -0.745973 2.107708 -1.12 -0.16 0.65 0.23
C -2.701308 -1.456058 3.022394 0.61 0.65 -0.91 -0.65
C -2.139481 -2.587237 3.678374 0.52 -0.51 0.16 -1.63
C -0.876345 -2.938058 3.401978 -0.48 0.41 -0.02 -1.46
C -0.030013 -2.193152 2.417210 0.37 -0.52 0.20 1.29
N -0.661017 -1.032846 1.756560 0.29 0.02 -0.51 1.19
H -4.411419 0.039181 1.939714 0.23 0.14 -0.08 0.17
H -6.405063 0.925620 1.225877 -0.16 -0.10 0.13 0.53
H -7.610550 2.709665 0.024837 -0.10 0.01 -0.02 0.47
H -6.341464 4.489139 -1.134043 -0.08 0.10 -0.10 0.49
H -3.876813 4.453514 -1.133829 0.08 0.15 -0.10 0.58
H -3.716959 -1.188438 3.260113 -0.09 0.14 0.04 0.61
H -2.753261 -3.142882 4.369447 0.03 -0.15 0.07 0.57
H -0.420862 -3.809419 3.847583 0.01 -0.14 0.03 0.87
H 0.215444 -2.926582 1.627008 -0.12 0.24 0.30 -0.65
O 2.248590 -0.564825 -2.060306 0.75 -0.11 -0.55 0.96
C 3.562361 -0.937644 -1.809442 0.17 -0.26 0.54 -1.59
C 4.620830 -0.753426 -2.676653 -0.25 0.13 0.08 -0.58
C 5.862878 -1.248450 -2.306427 -0.23 -0.03 -0.01 -0.74
C 6.007161 -1.944963 -1.115896 0.08 -0.06 0.12 -1.09
C 4.951053 -2.093688 -0.227340 0.01 -0.03 -0.12 -0.59
C 3.713170 -1.545811 -0.558009 -0.53 0.64 -0.36 0.96
P 2.095719 -1.484427 0.300062 0.71 -1.48 -0.31 2.82
C 1.207061 -2.984070 -0.313702 -0.06 0.42 0.07 -0.44
C 1.809423 -4.237635 -0.412900 0.00 0.16 0.11 -0.63
C 1.077138 -5.307273 -0.906055 0.10 -0.10 -0.01 -0.99
C -0.240234 -5.144903 -1.304367 0.01 0.09 0.05 -0.92
C -0.839337 -3.896110 -1.225983 -0.03 0.04 0.02 -1.44
C -0.119756 -2.824869 -0.738251 0.15 0.24 0.06 2.53
C 2.464529 -1.677109 2.077352 0.30 0.34 0.80 0.60
C 3.725786 -1.466986 2.607827 -0.24 -0.06 -0.83 -1.82
C 3.987859 -1.632611 3.964758 -0.55 -0.19 0.36 -0.93
C 2.977566 -2.041030 4.849312 0.11 -0.06 0.23 -1.17
C 1.691097 -2.144637 4.408208 0.01 0.38 -0.49 0.00
C 1.333583 -1.739397 3.035748 0.19 -1.23 -0.15 1.62
C 1.590408 -1.157298 -3.120683 -0.72 -0.19 -0.44 0.44
C 2.097214 -2.108249 -3.986038 0.29 0.19 0.31 -0.98
C 1.277215 -2.591190 -4.995055 -0.16 0.04 0.04 -1.04
C -0.028533 -2.146707 -5.134440 -0.05 -0.02 -0.07 -1.09
C -0.552147 -1.227868 -4.241028 0.09 0.05 0.13 -1.08
C 0.262381 -0.731711 -3.228835 0.39 -0.01 0.62 0.40
P -0.225655 0.451596 -1.952498 -0.29 0.55 -1.71 1.78
C -1.898290 0.927947 -2.451045 0.03 -0.17 0.36 0.87
C -2.093870 1.923108 -3.403775 0.15 -0.14 0.09 -0.49
C -3.370485 2.186691 -3.865793 0.00 -0.02 -0.03 -0.99
C -4.450625 1.480973 -3.358402 0.00 -0.06 0.07 -0.87
C -4.259567 0.507731 -2.387061 -0.10 -0.12 -0.11 -0.73
C -2.983166 0.216064 -1.939192 0.23 0.00 -0.07 -0.15
C 0.882413 1.867061 -2.215806 -0.11 -0.15 0.39 -0.04
C 1.452848 2.348619 -1.036455 -0.56 -0.53 -0.47 0.38
C 2.358391 3.390790 -1.055029 0.20 0.01 0.49 -1.22
C 2.697800 3.959316 -2.278330 -0.08 -0.09 0.08 -0.94
C 2.159030 3.467996 -3.458415 0.04 -0.04 0.02 -1.13
C 1.267860 2.405873 -3.438085 -0.09 -0.10 0.19 -0.14
H 4.474542 -0.243934 -3.615696 -0.02 0.04 -0.15 0.65
H 6.703379 -1.121999 -2.972010 0.09 0.00 -0.01 0.51
H 6.962748 -2.379428 -0.872939 0.13 -0.07 0.06 0.50
H 5.113160 -2.675555 0.666368 -0.03 0.01 0.09 0.66
H 2.833174 -4.389878 -0.100103 0.10 0.01 -0.02 0.52
H 1.538671 -6.278747 -0.980322 0.08 -0.12 0.01 0.50
H -0.808043 -5.985549 -1.668058 -0.01 -0.14 -0.09 0.51
H -1.862884 -3.763137 -1.538692 -0.12 0.01 -0.08 0.58
H -0.603873 -1.844282 -0.652021 0.08 -0.59 -0.22 -0.67
H 4.548715 -1.227062 1.954436 0.05 0.03 0.02 0.93
H 4.993544 -1.498792 4.337888 0.11 0.05 0.01 0.56
H 3.226793 -2.265738 5.875753 -0.01 -0.03 0.08 0.51
H 0.890997 -2.409863 5.083342 -0.04 0.04 0.16 0.69
H 1.152055 -0.638126 3.236237 0.28 0.01 0.09 -1.39
H 3.110621 -2.466264 -3.890041 0.06 -0.04 -0.03 0.63
H 1.670480 -3.326556 -5.677538 0.05 -0.09 -0.12 0.52
H -0.641041 -2.514902 -5.941390 -0.07 -0.07 -0.08 0.52
H -1.573276 -0.892943 -4.338998 -0.11 0.03 0.01 0.64
H -1.250385 2.477167 -3.785817 -0.03 0.09 -0.08 0.38
H -3.512997 2.925362 -4.638076 -0.07 0.13 -0.05 0.51
H -5.443908 1.682743 -3.725171 -0.14 0.03 -0.05 0.49
H -5.106738 -0.041194 -2.005261 -0.09 -0.06 0.04 0.53
H -2.819125 -0.568995 -1.202874 -0.09 0.00 -0.07 0.22
H 1.148800 1.834705 -0.074031 0.83 1.52 -0.51 0.36
H 2.826477 3.750208 -0.149189 0.00 0.02 0.08 0.59
H 3.406057 4.772988 -2.310719 0.04 0.08 0.04 0.49
H 2.451493 3.901559 -4.402021 0.03 0.05 -0.10 0.53
H 0.898142 1.993821 -4.365258 -0.08 -0.04 -0.09 0.60
C 0.714654 1.408010 5.400859 0.21 -0.58 0.25 -0.95
N 0.237305 2.495456 4.575511 -0.20 0.49 -0.10 -0.16
C 0.426394 2.588589 3.277339 -0.34 0.43 -0.72 0.82
S 1.417676 1.399331 2.468064 0.43 -0.40 -0.54 -0.32
N -0.053565 3.587017 2.553128 0.42 -0.07 0.13 -0.09
C -0.800938 4.718923 3.069483 -0.23 0.28 0.30 -1.33
H 0.528114 1.646620 6.444401 -0.02 0.03 -0.04 0.43
H 1.785779 1.241889 5.264429 -0.11 0.14 0.06 0.36
H 0.180417 0.488298 5.149901 -0.03 0.03 0.11 0.28
H -0.224574 3.262089 5.049989 0.02 0.02 -0.08 0.32
H 0.287570 3.673412 1.605005 -0.06 -0.18 0.16 0.19
H -0.213107 5.295087 3.786599 0.05 -0.02 0.00 0.46
H -1.726118 4.389119 3.540996 -0.05 -0.03 0.00 0.43
H -1.052933 5.373192 2.239786 -0.01 -0.05 0.01 0.38